C48H56HgN9O2PSTe as an isolated structure. Source: OMol25; level of theory: ωB97M-V with the def2-TZVPD basis set.

Values from the calculation:
- gap between HOMO and LUMO (eV) = 6.19
- 2S+1 = 1
- DFT total energy (eV) = -99781.869
- ΔE to the lowest compared entry with this formula, charge and spin (kJ/mol) = 231.3
- LUMO (Eh) = 0.003

Geometry as XYZ:
```
119
Properties=species:S:1:pos:R:3:lowdin_charge:R:1
Hg 0.017 2.393 0.678 1.088
C -0.653 4.613 -4.568 -0.030
N -1.083 4.393 -3.216 -0.136
C -2.361 4.137 -2.824 -0.049
C -2.328 3.968 -1.470 -0.118
N -1.059 4.121 -1.024 0.011
C -0.318 4.356 -2.091 -0.471
P 1.463 4.753 -2.104 1.159
C 1.674 5.259 -0.366 -0.468
N 1.591 4.543 0.739 0.013
C 1.954 5.354 1.755 -0.123
C 2.280 6.588 1.263 -0.051
N 2.102 6.519 -0.082 -0.140
C 2.288 7.569 -1.043 -0.049
C 2.177 3.083 -1.975 -0.462
N 1.972 2.191 -1.024 0.019
C 2.739 1.121 -1.325 -0.143
C 3.428 1.365 -2.478 -0.048
N 3.073 2.612 -2.887 -0.140
C 3.579 3.273 -4.057 -0.043
H -1.154 3.904 -5.229 0.101
H 0.425 4.462 -4.629 0.060
H -0.896 5.628 -4.898 0.099
H -3.174 4.098 -3.519 0.120
H -3.130 3.741 -0.797 0.096
H 1.969 4.996 2.765 0.105
H 2.623 7.474 1.757 0.118
H 2.518 8.502 -0.534 0.095
H 1.376 7.699 -1.633 0.088
H 3.108 7.321 -1.721 0.087
H 2.759 0.250 -0.701 0.007
H 4.124 0.760 -3.024 0.123
H 4.656 3.114 -4.117 0.096
H 3.377 4.344 -3.995 0.057
H 3.114 2.864 -4.958 0.097
C -2.651 -1.038 4.030 -0.089
C -1.495 -2.033 4.018 -0.222
C -0.482 -1.746 2.919 -0.217
N 0.344 -0.611 3.276 0.034
C 1.397 -0.235 2.547 -0.855
S 1.860 -1.030 1.184 0.730
N 2.150 0.843 3.024 0.090
C 2.613 1.054 4.303 -0.432
O 3.162 2.098 4.588 0.082
C 2.467 -0.076 5.262 -0.158
C 2.751 -1.381 4.860 -0.030
C 2.698 -2.417 5.774 -0.064
C 2.384 -2.161 7.099 -0.079
C 2.140 -0.861 7.511 -0.077
C 2.183 0.179 6.600 -0.020
H -3.459 -1.401 4.661 0.072
H -3.033 -0.909 3.022 0.064
H -2.344 -0.063 4.406 0.061
H -1.889 -3.036 3.853 0.110
H -0.985 -2.032 4.986 0.104
H -0.990 -1.542 1.968 0.088
H 0.171 -2.612 2.760 0.111
H 0.068 -0.064 4.079 0.146
H 2.585 1.428 2.316 0.130
H 3.033 -1.582 3.837 0.102
H 2.906 -3.423 5.444 0.107
H 2.344 -2.972 7.810 0.103
H 1.920 -0.652 8.547 0.103
H 2.002 1.197 6.914 0.118
C 0.554 -7.621 1.598 -0.054
C 0.359 -6.341 0.845 -0.280
C 1.432 -5.590 0.413 -0.028
C 1.276 -4.371 -0.240 -0.314
C 2.537 -3.660 -0.615 -0.128
C -0.002 -3.877 -0.488 -0.347
Te -0.369 -1.837 -1.164 1.482
N -1.036 0.660 0.383 -0.192
C -2.295 0.515 0.694 -0.747
O -2.883 -0.555 0.442 -0.112
C -3.113 1.613 1.359 -0.197
C -4.400 1.850 0.885 -0.047
C -5.201 2.807 1.484 -0.092
C -4.725 3.538 2.561 -0.104
C -3.450 3.302 3.044 -0.094
C -2.653 2.335 2.456 -0.111
C -0.766 -2.225 -3.281 -0.350
C -2.071 -2.205 -3.779 -0.305
C -3.280 -1.990 -2.922 -0.078
C -2.303 -2.392 -5.140 -0.028
C -1.272 -2.586 -6.040 -0.282
C -1.530 -2.793 -7.503 -0.056
C 0.022 -2.561 -5.545 -0.033
C 0.284 -2.373 -4.194 -0.309
C 1.725 -2.343 -3.781 -0.088
C -1.100 -4.643 -0.078 -0.306
C -2.507 -4.195 -0.318 -0.078
C -0.909 -5.851 0.576 -0.025
H 1.602 -7.767 1.845 0.070
H 0.219 -8.470 1.004 0.079
H -0.028 -7.602 2.518 0.077
H 2.436 -5.941 0.603 0.113
H 3.050 -4.190 -1.418 0.082
H 3.204 -3.619 0.243 0.068
H 2.322 -2.644 -0.929 -0.029
H -4.759 1.260 0.053 0.117
H -6.203 2.978 1.119 0.098
H -5.353 4.275 3.040 0.095
H -3.080 3.865 3.890 0.098
H -1.683 2.103 2.899 0.070
H -3.044 -1.442 -2.013 0.027
H -3.710 -2.950 -2.638 0.072
H -4.040 -1.446 -3.481 0.076
H -3.324 -2.382 -5.501 0.112
H -2.596 -2.769 -7.715 0.070
H -1.139 -3.757 -7.825 0.079
H -1.037 -2.019 -8.091 0.077
H 0.854 -2.686 -6.228 0.114
H 2.352 -2.015 -4.611 0.072
H 2.046 -3.341 -3.487 0.079
H 1.869 -1.671 -2.935 0.011
H -2.632 -3.148 -0.038 0.037
H -3.203 -4.808 0.250 0.076
H -2.746 -4.300 -1.375 0.070
H -1.772 -6.416 0.904 0.114
```

=====

C48H56N2O2P2PtSe2 as an isolated structure. Source: OMol25; level of theory: ωB97M-V with the def2-TZVPD basis set.

Values from the calculation:
- gap between HOMO and LUMO (spin up / spin down) (eV) = 4.90 / 5.45
- expectation value of S² = 2.015
- 2S+1 = 3
- DFT total energy (eV) = -210277.697
- LUMO (spin up / spin down) (Eh) = -0.016 / -0.036

Geometry as XYZ:
```
113
Properties=species:S:1:pos:R:3:mulliken_spin:R:1
Pt 0.822 -0.592 1.376 1.048
O 3.617 -3.266 2.847 0.005
C 3.440 -1.948 3.325 0.021
C 2.418 -1.931 4.473 0.007
C 3.049 -2.628 5.706 0.001
O 3.263 -4.000 5.528 -0.001
C 1.138 -2.691 4.110 0.010
Se 0.729 -2.888 2.206 0.279
C 2.131 -0.475 4.834 0.003
Se 0.853 0.515 3.686 0.230
H 3.969 -3.227 1.954 0.000
H 3.071 -1.285 2.520 0.008
H 4.403 -1.551 3.687 0.000
H 2.392 -2.537 6.578 0.000
H 4.001 -2.127 5.941 0.000
H 3.612 -4.137 4.633 0.000
H 0.279 -2.188 4.558 -0.011
H 1.198 -3.712 4.491 0.006
H 3.056 0.103 4.815 0.002
H 1.701 -0.408 5.834 0.007
C 1.241 4.655 -3.464 0.001
C 1.668 4.911 -2.010 0.000
C 3.157 5.282 -1.965 0.000
C 0.866 6.096 -1.469 0.000
C 1.439 3.647 -1.203 0.001
C 0.518 3.560 -0.150 0.015
C 0.378 2.366 0.528 -0.022
N 1.026 1.259 0.198 0.058
C 1.893 1.291 -0.838 0.004
C 2.139 2.495 -1.512 0.005
C 2.483 0.024 -1.222 0.004
C 3.222 -0.153 -2.401 0.004
C 3.793 -1.369 -2.712 0.002
C 3.517 -2.430 -1.834 0.003
C 2.750 -2.202 -0.714 -0.033
N 2.278 -1.009 -0.376 0.017
C 4.685 -1.583 -3.920 0.000
C 6.055 -2.076 -3.433 0.001
C 4.900 -0.304 -4.736 0.000
C 4.051 -2.638 -4.835 -0.001
H 1.398 5.552 -4.059 0.000
H 0.185 4.393 -3.508 0.000
H 1.813 3.846 -3.911 0.000
H 3.319 6.212 -2.505 0.000
H 3.777 4.514 -2.422 0.000
H 3.478 5.418 -0.934 0.000
H 1.105 6.985 -2.048 0.000
H 1.118 6.293 -0.429 0.000
H -0.203 5.917 -1.550 0.000
H -0.094 4.395 0.140 0.002
H -0.307 2.280 1.364 0.007
H 2.884 2.511 -2.291 0.001
H 3.347 0.685 -3.065 0.002
H 3.895 -3.423 -2.013 0.003
H 2.501 -3.015 -0.041 0.017
H 6.508 -1.339 -2.771 0.000
H 6.717 -2.230 -4.282 0.000
H 5.972 -3.015 -2.893 0.000
H 5.360 0.475 -4.130 0.000
H 3.965 0.070 -5.151 -0.001
H 5.569 -0.520 -5.568 0.000
H 3.961 -3.594 -4.327 0.000
H 4.668 -2.776 -5.719 0.000
H 3.059 -2.318 -5.150 0.000
C -2.968 0.310 -0.573 0.137
P -1.558 -0.494 0.352 0.043
C -2.505 -1.656 1.386 0.026
C -3.400 -2.586 0.871 0.007
C -4.124 -3.393 1.730 0.004
C -3.968 -3.270 3.101 0.000
C -3.067 -2.355 3.618 0.005
C -2.338 -1.551 2.762 -0.008
C -0.896 -1.482 -1.041 0.061
C -0.671 -2.853 -0.963 -0.023
C -0.033 -3.515 -1.998 0.004
C 0.405 -2.817 -3.111 0.006
C 0.194 -1.451 -3.193 0.002
C -0.447 -0.788 -2.165 0.002
P -3.480 1.906 0.230 0.004
C -4.041 1.257 1.854 0.005
C -3.469 1.790 3.002 -0.003
C -3.894 1.376 4.253 0.000
C -4.891 0.423 4.361 0.000
C -5.457 -0.121 3.218 0.003
C -5.039 0.295 1.970 0.000
C -5.132 2.067 -0.561 -0.001
C -5.381 1.642 -1.862 0.002
C -6.638 1.792 -2.421 0.001
C -7.656 2.389 -1.698 0.000
C -7.408 2.845 -0.413 0.000
C -6.154 2.695 0.147 0.001
H -3.810 -0.385 -0.643 -0.001
H -2.617 0.560 -1.577 0.018
H -3.520 -2.686 -0.201 0.001
H -4.812 -4.123 1.327 0.000
H -4.551 -3.891 3.766 0.000
H -2.932 -2.270 4.686 0.000
H -1.642 -0.821 3.157 -0.004
H -0.983 -3.406 -0.087 -0.005
H 0.134 -4.579 -1.936 0.000
H 0.915 -3.334 -3.909 0.000
H 0.542 -0.903 -4.056 0.000
H -0.578 0.285 -2.230 0.004
H -2.694 2.539 2.912 0.000
H -3.450 1.803 5.140 0.000
H -5.235 0.106 5.335 0.000
H -6.232 -0.870 3.301 0.000
H -5.500 -0.118 1.083 -0.001
H -4.596 1.183 -2.446 -0.001
H -6.822 1.434 -3.424 0.000
H -8.637 2.502 -2.135 0.000
H -8.198 3.314 0.156 0.000
H -5.961 3.049 1.151 0.000
```

=====

C48H57AlAsBrN2O5S as an isolated structure. Source: OMol25; level of theory: ωB97M-V with the def2-TZVPD basis set.

Values from the calculation:
- gap between HOMO and LUMO (eV) = 7.46
- 2S+1 = 1
- DFT total energy (eV) = -212234.834
- ΔE to the lowest compared entry with this formula, charge and spin (kJ/mol) = 76.0
- LUMO (Eh) = 0.004

Geometry as XYZ:
```
116
Properties=species:S:1:pos:R:3:lowdin_charge:R:1
Al 0.534 0.029 -0.314 0.030
C -5.069 2.174 4.149 -0.097
C -5.446 0.947 3.397 -0.550
C -6.499 1.459 2.384 -0.054
C -6.141 0.006 4.418 -0.039
C -4.241 0.267 2.744 -0.200
C -2.950 0.460 3.148 -0.086
C -1.875 0.029 2.363 -0.600
Br -0.108 0.183 2.958 0.893
C -2.090 -0.562 1.107 -0.390
O -1.169 -0.751 0.195 -0.088
C -3.407 -1.036 0.867 -0.069
C -4.434 -0.607 1.701 0.009
C -3.758 -2.149 -0.171 -0.487
C -3.029 -3.422 0.294 -0.032
C -3.255 -1.753 -1.613 -0.028
C -5.265 -2.428 -0.266 -0.073
H -5.852 2.932 4.261 0.088
H -4.309 2.621 3.533 0.079
H -4.702 2.099 5.169 0.086
H -7.334 1.898 2.972 0.086
H -6.949 0.622 1.834 0.073
H -6.133 2.208 1.660 0.093
H -7.033 0.532 4.808 0.087
H -5.521 -0.203 5.255 0.069
H -6.538 -0.905 3.956 0.084
H -2.725 0.977 4.095 0.115
H -5.454 -0.938 1.449 0.105
H -1.951 -3.252 0.491 0.090
H -3.100 -4.095 -0.569 0.088
H -3.474 -3.748 1.223 0.083
H -2.174 -1.724 -1.750 0.080
H -3.563 -0.731 -1.844 0.066
H -3.739 -2.410 -2.336 0.078
H -5.784 -2.867 0.555 0.073
H -5.374 -3.204 -1.022 0.084
H -5.796 -1.555 -0.554 0.075
O 2.160 0.624 0.329 -0.338
As 3.530 1.528 0.134 1.300
C 4.833 0.751 1.196 -0.301
C 5.447 1.505 2.193 -0.077
C 6.296 0.853 3.091 -0.067
C 6.615 -0.493 2.865 -0.046
C 6.038 -1.212 1.772 -0.032
C 5.145 -0.574 0.972 -0.122
C 4.017 1.672 -1.700 -0.276
C 3.202 2.314 -2.632 -0.106
C 3.673 2.494 -3.926 -0.072
C 4.890 1.991 -4.289 -0.095
C 5.673 1.246 -3.460 -0.074
C 5.275 1.096 -2.143 -0.031
C 3.232 3.363 0.776 -0.287
C 3.664 4.473 0.070 -0.078
C 3.495 5.768 0.626 -0.066
C 3.025 5.880 1.932 -0.073
C 2.753 4.738 2.693 -0.068
C 2.796 3.494 2.097 -0.124
H 5.157 2.496 2.398 0.078
H 6.713 1.344 3.998 0.116
H 7.168 -1.050 3.588 0.093
H 6.303 -2.255 1.691 0.116
H 4.699 -1.121 0.179 0.060
H 2.237 2.710 -2.309 0.117
H 3.051 3.027 -4.649 0.118
H 5.215 2.031 -5.341 0.122
H 6.549 0.846 -3.860 0.092
H 5.847 0.679 -1.317 0.093
H 4.128 4.314 -0.945 0.118
H 3.593 6.634 -0.026 0.107
H 2.893 6.900 2.327 0.114
H 2.404 4.772 3.710 0.106
H 2.494 2.601 2.631 0.107
C -3.296 2.755 -1.637 -0.090
N -2.000 2.630 -2.320 -0.277
C -1.869 3.606 -3.419 -0.088
C -1.761 1.249 -2.770 -0.210
C -0.410 0.850 -3.243 -0.214
C -0.234 0.694 -4.653 -0.048
C 0.812 -0.040 -5.157 -0.123
C 1.717 -0.572 -4.309 -0.119
C 1.602 -0.454 -2.945 -0.100
C 0.470 0.199 -2.354 -0.075
H -3.503 3.822 -1.527 0.082
H -3.295 2.344 -0.645 0.065
H -4.123 2.314 -2.186 0.083
H -2.006 4.548 -2.994 0.046
H -2.618 3.421 -4.279 0.113
H -0.826 3.544 -3.781 0.083
H -2.579 0.950 -3.440 0.125
H -1.980 0.637 -1.879 0.083
H -0.930 1.097 -5.402 0.111
H 0.970 -0.068 -6.215 0.096
H 2.535 -1.190 -4.719 0.115
H 2.277 -1.036 -2.295 0.085
N -0.425 1.870 0.211 0.117
H -0.634 2.523 -0.556 0.062
H 0.286 2.269 0.908 0.071
H -1.320 1.713 0.731 0.065
C 0.404 -8.058 0.512 -0.076
C 0.912 -6.668 0.403 -0.276
C 0.686 -5.805 1.459 -0.041
C 1.256 -4.557 1.420 -0.064
C 1.864 -4.161 0.266 -0.252
C 1.983 -4.963 -0.931 -0.018
C 1.548 -6.255 -0.804 -0.036
S 2.456 -2.505 0.207 0.551
O 3.600 -2.520 -0.728 -0.338
O 2.710 -2.004 1.527 -0.295
O 1.288 -1.773 -0.405 -0.278
H 0.783 -8.674 1.345 0.084
H 0.528 -8.663 -0.386 0.068
H -0.718 -8.015 0.667 0.101
H 0.020 -6.073 2.298 0.130
H 1.187 -3.916 2.244 0.104
H 2.533 -4.637 -1.834 0.127
H 1.601 -6.967 -1.603 0.103
```

=====

What is the 2S+1 in the third record?
1